Entry 1:
Entry from the OMol25 dataset: a single C2H4BrNS molecule in a non-equilibrium geometry (ωB97M-V/def2-TZVPD).

The geometry in XYZ format:
```
9
Properties=species:S:1:pos:R:3:forces:R:3:mulliken_charge:R:1
Br 2.21270 1.65766 -1.82519 -1.20 -0.55 1.51 -0.261
S 0.64861 0.68815 1.02751 -0.07 0.87 0.20 -0.067
N 0.00975 -0.14779 -1.35624 -0.63 -0.72 -1.68 -0.570
C 0.68913 0.64427 -0.71279 1.43 -0.18 -1.31 0.494
C -0.77793 -0.44736 1.27307 3.18 -1.41 0.41 -0.743
H -1.44717 -0.08497 1.97293 -1.28 1.04 1.24 0.344
H -0.30029 -1.37758 1.67912 -0.69 0.64 -0.48 0.252
H 0.13262 -0.31838 -2.37270 0.07 0.65 1.10 0.284
H -1.16743 -0.61400 0.31430 -0.80 -0.33 -1.00 0.267
```
Positions in Å, forces in eV/Å.

The total energy is -3105.52632 Eh. The calculation puts the gap between HOMO and LUMO at 9.6 eV. Its energy relative to the best compared isomer or geometry (same formula, charge and spin) is 6.2 kcal per mole. As for the HOMO energy: -9.576 eV. The SMILES is [H]/N=C(\Br)SC. The max |F| is 0.06805 Eh/bohr.

***

Entry 2:
Entry from the OMol25 dataset: a single C11H15N molecule in a non-equilibrium geometry (ωB97M-V/def2-TZVPD).

The geometry in XYZ format:
```
27
Properties=species:S:1:pos:R:3:forces:R:3:mulliken_charge:R:1
N -0.81494 3.76044 -0.43926 -0.41 -0.83 -0.18 -0.513
C 0.48239 0.64475 0.66239 1.11 0.15 0.95 -1.160
C 1.29489 -0.49404 1.32817 1.33 0.13 -0.55 0.135
C -0.80477 -1.16032 1.67098 -0.29 -0.60 0.09 -0.346
C -1.98665 0.38750 -0.08899 -0.35 1.73 -1.15 0.781
C -1.40510 2.77346 -0.58296 0.49 0.78 0.56 -0.008
C -2.19187 1.59504 -0.73898 0.40 -1.99 0.69 -0.556
C -0.94613 0.22824 1.01697 -1.22 0.08 -0.58 0.472
C 1.18982 -1.71936 0.44620 0.87 0.02 -0.81 -0.927
C 0.47599 -0.92780 2.49974 -0.99 0.32 1.12 -0.958
C -0.23540 -2.20915 0.67446 -0.94 -0.15 -0.85 -0.626
C -2.92598 -0.74421 -0.47167 -0.44 0.42 0.46 -1.744
H 1.88270 -2.47339 0.84275 0.10 0.15 -0.56 0.338
H -0.79963 -2.29210 -0.28379 0.28 0.03 0.81 0.120
H 0.73387 1.61656 1.12950 -0.15 -0.42 -0.44 0.357
H 2.35182 -0.29813 1.54810 -0.30 0.42 -0.05 0.430
H 1.43272 -1.42369 -0.60295 -0.11 -0.68 0.66 0.345
H 0.39081 -0.13175 3.24396 -0.21 -0.06 0.08 0.366
H -2.98162 1.69641 -1.47596 0.02 -0.17 0.08 0.365
H -3.85345 -0.30876 -0.86640 0.25 -0.12 -0.04 0.457
H -1.72226 -1.52201 2.18533 0.68 0.38 -0.14 0.441
H -0.19096 -3.21270 1.12451 -0.36 0.34 -0.06 0.412
H -1.27002 0.93826 1.77966 -0.19 -0.13 0.26 0.463
H 0.80650 -1.84032 3.00747 0.15 0.13 -0.20 0.364
H -2.51928 -1.40331 -1.25404 -0.01 0.12 0.49 0.312
H -3.22285 -1.30519 0.43228 0.32 -0.08 -0.54 0.298
H 0.67964 0.70403 -0.40439 -0.01 0.04 -0.10 0.382
```
Positions in Å, forces in eV/Å.

The total energy is -482.86905 Eh. The calculation puts the gap between HOMO and LUMO at 10.0 eV. Its energy relative to the best compared isomer or geometry (same formula, charge and spin) is 28.9 kcal per mole. As for the HOMO energy: -9.398 eV. The SMILES is C/C(=C/C#N)[C@@H]1C[C@@H]2CC[C@H]1C2. The max |F| is 0.04173 Eh/bohr.